No. 1
22 unconnected molecules or ions with the total composition C61H125N13O17, computed with ωB97M-V with the def2-TZVPD basis set.

Computed properties:
**Net charge**: 0
**E_tot**: -4390.05614 Ha
**Multiplicity**: 1
**Gap between HOMO and LUMO**: 8.7 eV

Cartesian coordinates (Å):
C  9.83562  -4.60629  -24.80685
O  9.70208  -3.62171  -25.54665
N  9.89364  -4.47812  -23.45478
C  10.47696  -5.48374  -22.59951
C  9.66039  -3.24680  -22.74535
H  9.98049  -5.65567  -25.10688
H  9.76257  -5.67664  -21.79918
H  11.44609  -5.20750  -22.18411
H  10.66940  -6.38524  -23.18121
H  9.62771  -2.35078  -23.36517
H  8.79759  -3.30811  -22.08207
H  10.52766  -3.15176  -22.09197
C  15.82721  -3.21476  -22.84106
O  16.07877  -2.34174  -23.68839
N  14.77887  -3.13293  -22.02090
C  14.53272  -4.16633  -21.01822
C  13.71590  -2.14423  -22.10371
H  16.33394  -4.18946  -22.76776
H  15.49953  -4.62502  -20.81090
H  13.78065  -4.90458  -21.29656
H  14.14278  -3.81877  -20.06153
H  12.71710  -2.56199  -21.97725
H  13.89509  -1.47393  -21.26307
H  13.69397  -1.51716  -22.99501
C  11.22004  -8.80625  -24.74362
O  11.57614  -7.92283  -25.43419
N  11.98494  -9.91229  -24.59176
C  11.51363  -10.98683  -23.70467
C  13.38896  -10.10991  -25.07516
H  10.24117  -8.83148  -24.24025
H  10.65848  -10.77140  -23.06403
H  12.33980  -11.29828  -23.06551
H  11.14619  -11.92132  -24.12870
H  13.64950  -9.24289  -25.68220
H  14.03363  -10.21039  -24.20201
H  13.49688  -11.04858  -25.61861
C  13.89304  -0.41549  -18.68770
O  14.40796  -1.53758  -18.44017
N  14.19774  0.73346  -18.05219
C  15.09415  0.79672  -16.90331
C  13.45753  1.86536  -18.42452
H  13.09001  -0.32020  -19.43487
H  15.72292  1.68709  -16.90259
H  15.76865  -0.05809  -16.85396
H  14.52129  0.81212  -15.97611
H  13.08184  1.74962  -19.44115
H  12.63240  1.97573  -17.72090
H  14.10834  2.73856  -18.46984
C  11.68043  1.07675  -22.04675
O  11.45988  0.18691  -21.25815
N  10.91479  1.32164  -23.11619
C  11.33816  2.22030  -24.21222
C  9.58739  0.70382  -23.38305
H  12.46145  1.84671  -21.94995
H  11.50137  1.70184  -25.15704
H  12.29923  2.68441  -23.99078
H  10.52751  2.93687  -24.34444
H  9.25169  0.10897  -22.53361
H  8.86096  1.45799  -23.68578
H  9.77449  0.09001  -24.26414
C  12.45959  -0.99573  -31.83911
O  12.05570  -0.09815  -31.15658
N  12.05420  -2.28513  -31.75039
C  12.89207  -3.34025  -32.23585
C  10.88763  -2.59363  -30.84448
H  13.34916  -0.77769  -32.45010
H  12.24773  -3.99095  -32.82704
H  13.21680  -3.89676  -31.35668
H  13.75458  -2.98587  -32.80029
H  10.65528  -1.71838  -30.23782
H  10.03870  -2.83356  -31.48469
H  11.21662  -3.42399  -30.21970
C  11.82474  -6.45132  -30.62640
O  12.99922  -6.26503  -31.08360
N  11.40107  -6.12131  -29.37192
C  10.05665  -6.38208  -28.93207
C  12.21982  -5.40685  -28.40005
H  11.04729  -6.86489  -31.28724
H  9.92178  -7.10387  -28.12652
H  9.45576  -6.73047  -29.77210
H  9.56730  -5.47173  -28.58581
H  13.24805  -5.26218  -28.73159
H  11.88387  -4.38981  -28.19791
H  12.26009  -6.00602  -27.49039
C  14.62145  -2.88139  -26.95204
O  15.42449  -3.10301  -27.91546
N  13.50212  -2.08409  -27.10090
C  12.52093  -2.07166  -26.00305
C  13.05627  -1.61363  -28.40968
H  14.87462  -3.30956  -25.96981
H  11.58680  -2.56510  -26.27141
H  12.19013  -1.04301  -25.85969
H  12.88324  -2.45117  -25.04763
H  12.38782  -2.31893  -28.90346
H  12.64408  -0.61345  -28.27607
H  13.95562  -1.46462  -29.00724
C  6.31953  -4.89341  -22.93584
C  5.47897  -5.90190  -22.24105
O  5.82571  -7.05099  -22.35657
C  4.20571  -5.44879  -21.57263
H  7.36783  -5.16568  -23.05845
H  6.40498  -3.98064  -22.34622
H  5.98881  -4.52542  -23.90708
H  4.12954  -4.39464  -21.30605
H  3.95907  -6.05080  -20.69807
H  3.38244  -5.62248  -22.26557
C  11.13711  -9.83377  -28.39885
C  10.15645  -10.91279  -28.05103
O  9.91178  -11.21964  -26.90266
C  9.45768  -11.61453  -29.21389
H  10.76138  -9.12053  -29.13249
H  12.14008  -10.17384  -28.65668
H  11.33668  -9.25944  -27.49419
H  10.10264  -12.28823  -29.77805
H  9.07661  -10.93584  -29.97695
H  8.65182  -12.22100  -28.80051
C  5.80747  1.86774  -23.85735
C  5.78332  3.03723  -22.97901
O  5.63595  2.99123  -21.79834
C  6.08795  4.34701  -23.70415
H  5.17629  1.98736  -24.73793
H  5.52580  0.97004  -23.30699
H  6.83371  1.67091  -24.16750
H  6.67543  4.10980  -24.59111
H  6.70777  5.07193  -23.17649
H  5.17945  4.87274  -23.99798
C  8.82878  1.82725  -19.24779
C  9.14840  1.80711  -17.76025
O  8.87140  0.84066  -16.99635
C  9.68935  3.12483  -17.18373
H  8.62194  0.79277  -19.52195
H  9.68614  2.20666  -19.80374
H  7.93145  2.41853  -19.43027
H  10.45369  3.49479  -17.86712
H  10.07949  2.91592  -16.18762
H  8.91543  3.88941  -17.11625
C  13.88700  -6.86792  -23.39011
C  15.35628  -7.24229  -23.22966
O  16.21460  -6.43024  -23.53684
C  15.73087  -8.58864  -22.62537
H  13.32432  -7.07283  -22.47935
H  13.42394  -7.39909  -24.22169
H  13.81701  -5.79689  -23.58006
H  15.88093  -9.32995  -23.41026
H  14.97269  -8.90346  -21.90834
H  16.72072  -8.51354  -22.17521
C  7.01142  -9.58359  -27.16799
C  6.90566  -9.32918  -25.66904
O  6.64107  -10.18785  -24.83933
C  7.18845  -7.88620  -25.20336
H  7.87618  -9.18105  -27.69548
H  6.05044  -9.24000  -27.55083
H  7.01783  -10.65536  -27.36638
H  7.51530  -7.21536  -25.99788
H  7.75146  -7.80562  -24.27350
H  6.19654  -7.56413  -24.88640
C  5.90317  0.12158  -20.65254
C  6.30440  -1.32840  -20.57807
O  7.34495  -1.72718  -21.03841
C  5.43139  -2.30160  -19.91279
H  6.45748  0.62427  -21.44509
H  5.87744  0.68284  -19.71850
H  4.85632  0.17955  -20.95059
H  4.67984  -2.67907  -20.60617
H  4.85032  -1.77040  -19.15892
H  6.00160  -3.10043  -19.43865
C  6.71048  -2.19492  -25.48362
C  7.50238  -1.27952  -26.33317
O  7.50068  -0.10275  -26.18013
C  8.27203  -1.95852  -27.49632
H  7.19532  -3.12919  -25.20047
H  5.84057  -2.37843  -26.11424
H  6.49203  -1.65619  -24.56159
H  9.33340  -1.81090  -27.29675
H  8.03309  -1.60504  -28.49934
H  8.06149  -3.02579  -27.56480
C  9.28073  2.99680  -26.92868
C  9.46748  2.51690  -28.37208
O  9.42009  3.27432  -29.31126
C  9.78263  1.03725  -28.60042
H  8.55552  2.34764  -26.43804
H  8.95306  4.02839  -26.79990
H  10.25679  2.99037  -26.44354
H  9.70843  0.42784  -27.69975
H  10.74645  0.94068  -29.10025
H  8.99683  0.73616  -29.29322
C  6.79800  -9.66872  -21.61948
C  8.09786  -9.12252  -21.85235
N  9.18410  -8.73510  -21.97922
H  6.81443  -10.75675  -21.68285
H  6.11840  -9.39019  -22.42487
H  6.43807  -9.43042  -20.61859
C  6.23736  -6.92422  -18.40852
C  6.71272  -6.62102  -17.06446
N  7.10121  -6.44275  -15.97921
H  6.39274  -7.96917  -18.67690
H  6.57259  -6.20947  -19.16009
H  5.15598  -6.79774  -18.35634
C  9.70974  -2.18725  -19.16743
C  9.37675  -3.65052  -19.17662
N  9.14154  -4.77411  -19.27679
H  8.97563  -1.64613  -18.57047
H  9.69591  -1.75773  -20.16915
H  10.73824  -1.93592  -18.90832
C  10.85588  -6.27900  -16.55453
C  11.81433  -7.38183  -16.44865
N  12.61066  -8.24316  -16.35486
H  10.58201  -6.06159  -17.58691
H  11.31207  -5.33260  -16.26416
H  9.95721  -6.49750  -15.97768
C  11.84857  -8.56416  -19.80274
C  10.63664  -8.60185  -18.98559
N  9.66924  -8.74692  -18.39207
H  12.09301  -9.58261  -20.10458
H  12.66779  -8.09960  -19.25397
H  11.79343  -7.97213  -20.71629

No. 2
7 unconnected molecules or ions with the total composition C61H136N5O4P2, computed with ωB97M-V with the def2-TZVPD basis set.

Computed properties:
**Energy above the lowest of the compared OMol25 structures with the same formula, charge and spin**: 187.1 kcal/mol
**Net charge**: +3
**E_tot**: -3662.25684 Ha
**Multiplicity**: 1
**Gap between HOMO and LUMO**: 6.9 eV

Cartesian coordinates (Å):
P  0.32291  0.29643  -0.09557
O  -1.02901  1.00550  0.28197
O  0.91306  0.62243  -1.53800
O  0.05093  -1.20980  -0.05452
O  1.39600  0.84997  0.95597
C  0.77169  -6.75243  2.48521
C  0.21790  -5.63763  3.34741
C  1.19127  -4.42149  3.39528
C  1.52204  -3.86662  1.95588
N  2.53171  -2.66193  2.16605
C  3.10086  -2.08565  0.88579
C  4.56868  -2.52117  0.75829
C  5.09991  -2.49800  2.13031
C  3.89222  -3.02661  2.86444
C  1.78641  -1.54050  2.89329
H  1.84426  -6.84956  2.65336
H  0.64786  -6.44946  1.44551
H  0.09340  -7.58965  2.64981
H  -0.04117  -5.85677  4.38325
H  -0.76745  -5.46930  2.91285
H  1.93421  -4.80155  4.09649
H  0.61840  -3.68651  3.96074
H  0.67514  -3.43500  1.42243
H  2.04124  -4.58355  1.31985
H  3.18864  -1.00447  0.99268
H  2.43336  -2.27946  0.04616
H  5.10437  -1.79372  0.14843
H  4.68924  -3.54306  0.39871
H  5.39419  -1.52056  2.51254
H  5.97290  -3.13281  2.28194
H  3.80848  -2.53312  3.83271
H  3.98132  -4.11030  2.94056
H  2.35928  -0.65216  3.15929
H  1.48724  -1.82011  3.90345
H  0.97192  -1.16366  2.27465
C  -3.66675  -4.41991  -6.18165
C  -3.02281  -3.58623  -4.98191
C  -1.59682  -3.17703  -5.17120
C  -0.97551  -2.73216  -3.87580
N  0.53690  -3.01840  -3.86983
C  1.16666  -2.55538  -2.54963
C  2.57432  -2.05726  -2.92714
C  2.77319  -2.25180  -4.36787
C  1.36748  -2.25643  -4.94109
C  0.84216  -4.58544  -4.11748
H  -4.14556  -3.74686  -6.89287
H  -4.32897  -5.17112  -5.75126
H  -2.82938  -5.03558  -6.51010
H  -3.04607  -4.37348  -4.22839
H  -3.72575  -2.84342  -4.60481
H  -1.47467  -2.41350  -5.93944
H  -1.06761  -4.01019  -5.63368
H  -1.35364  -3.36650  -3.07410
H  -1.11351  -1.74102  -3.44370
H  1.02277  -3.38493  -1.85736
H  0.53017  -1.74027  -2.20530
H  3.37639  -2.50530  -2.34058
H  2.62031  -0.98900  -2.71549
H  3.27767  -3.20114  -4.54772
H  3.49549  -1.54748  -4.78056
H  1.20333  -2.64137  -5.94755
H  1.07132  -1.21241  -4.83901
H  1.83967  -4.79894  -3.73345
H  0.73704  -4.81487  -5.17786
H  0.14064  -5.05646  -3.42892
C  -6.49772  1.94852  -2.19731
C  -5.42245  2.24548  -1.13858
C  -3.89998  2.02708  -1.67611
C  -3.52846  2.96610  -2.86535
N  -2.01820  2.65003  -3.34101
C  -1.64593  1.18611  -3.69748
C  -0.54061  1.28836  -4.67296
C  -0.80291  2.40255  -5.56865
C  -1.77846  3.33175  -4.70620
C  -0.89544  3.18169  -2.38539
H  -6.42159  1.06063  -2.82497
H  -6.88441  2.75983  -2.81404
H  -7.29089  1.60076  -1.53547
H  -5.70629  1.55665  -0.34293
H  -5.48839  3.30739  -0.90175
H  -3.67303  0.98179  -1.88578
H  -3.29498  2.32109  -0.81842
H  -3.41892  4.02655  -2.63833
H  -4.10857  2.86364  -3.78244
H  -1.57921  0.73473  -2.70758
H  -2.55607  0.80249  -4.15856
H  0.43273  1.36051  -4.18767
H  -0.47556  0.39428  -5.29302
H  0.09675  2.98212  -5.77554
H  -1.23188  2.10893  -6.52671
H  -1.52723  4.38758  -4.60527
H  -2.74453  3.30824  -5.21045
H  -0.66252  2.58150  -1.50583
H  -1.27971  4.17209  -2.14134
H  -0.02582  3.40082  -3.00494
C  -1.58569  -7.29532  -0.35664
C  -1.18207  -5.74416  -0.40812
C  -2.23510  -4.85459  0.37689
C  -2.31406  -3.46822  -0.15967
N  -3.22879  -2.53156  0.66967
C  -3.47568  -1.22103  -0.12700
C  -4.70399  -1.38078  -1.01382
C  -5.30262  -2.84824  -0.62417
C  -4.72366  -3.03561  0.71619
C  -2.66591  -2.38081  2.09067
H  -1.64726  -7.60623  0.68626
H  -0.85292  -7.82529  -0.96514
H  -2.56710  -7.52123  -0.77365
H  -1.25515  -5.41489  -1.44462
H  -0.14133  -5.53236  -0.16294
H  -1.95214  -4.95102  1.42510
H  -3.18496  -5.35791  0.19650
H  -2.77779  -3.49242  -1.14581
H  -1.28640  -3.10556  -0.18197
H  -3.66408  -0.56227  0.72073
H  -2.60703  -0.84875  -0.67010
H  -5.42150  -0.60136  -0.75734
H  -4.41206  -1.28342  -2.05947
H  -6.38497  -2.72113  -0.64582
H  -5.02028  -3.67921  -1.27060
H  -5.30195  -2.51794  1.48151
H  -4.73667  -4.08827  0.99876
H  -3.38719  -1.68555  2.52017
H  -1.65626  -2.07338  1.81830
H  -2.78093  -3.29960  2.66574
C  5.14532  2.47825  3.37519
C  5.07455  3.66542  2.31187
C  4.43669  3.18516  0.97260
C  5.44592  2.31484  0.17322
N  5.04506  2.20754  -1.38345
C  5.93426  1.12195  -2.06489
C  5.88729  1.48891  -3.50841
C  5.49032  3.00561  -3.65174
C  5.50214  3.43000  -2.17835
C  3.56737  1.80086  -1.38480
H  5.43199  2.76224  4.38774
H  5.67193  1.57421  3.06942
H  4.08535  2.22428  3.38203
H  6.01268  4.17183  2.08477
H  4.47130  4.53420  2.57532
H  4.04999  3.97134  0.32414
H  3.63426  2.48168  1.19464
H  5.61707  1.31860  0.58103
H  6.40540  2.82622  0.09579
H  5.66222  0.10524  -1.78132
H  6.96614  1.24476  -1.73588
H  5.07225  0.82149  -3.78834
H  6.78802  1.26425  -4.07965
H  4.48403  3.10728  -4.05808
H  6.12924  3.69829  -4.19953
H  4.73277  4.19118  -2.04891
H  6.51729  3.69822  -1.88571
H  3.46758  0.83523  -0.88913
H  3.38111  1.55960  -2.43132
H  2.81092  2.49004  -1.00940
C  0.76562  7.08018  -0.55295
C  0.95192  5.56583  -0.38131
C  0.57034  5.04410  1.06216
C  0.71803  3.57299  1.29943
P  -0.51510  2.97536  2.57120
C  -0.30994  4.15370  4.04112
C  1.05935  4.50276  4.70761
C  1.82041  3.38737  5.59554
C  1.08243  3.10746  6.88747
C  -0.13255  1.39401  3.42580
C  -0.81758  1.14594  4.78050
C  -1.93155  0.12351  4.74921
C  -1.37677  -1.31122  4.78631
C  -2.17866  3.11305  1.94154
C  -3.21533  3.85301  2.80710
C  -4.65176  3.52602  2.65850
C  -5.17539  2.25980  3.25747
H  -0.25967  7.41616  -0.39800
H  1.01115  7.32460  -1.58643
H  1.34621  7.56225  0.23357
H  1.98651  5.26153  -0.53983
H  0.47799  5.06737  -1.22691
H  -0.51522  5.14216  1.07039
H  0.90837  5.66216  1.89392
H  1.71810  3.27386  1.61321
H  0.69901  3.11571  0.31017
H  -0.99486  3.97081  4.86910
H  -0.78517  5.02093  3.58270
H  0.91249  5.40792  5.29686
H  1.69935  4.91374  3.92684
H  2.80354  3.80413  5.81433
H  1.99680  2.46129  5.04841
H  -0.00614  3.07315  6.93153
H  1.23029  3.77812  7.73391
H  1.15582  2.17742  7.45116
H  0.94347  1.43646  3.59461
H  -0.36579  0.62968  2.68453
H  -1.36656  2.05868  5.01208
H  -0.14252  1.07114  5.63302
H  -2.62321  0.28012  3.92146
H  -2.58583  0.26212  5.60991
H  -1.08531  -1.52947  3.75893
H  -2.18539  -2.03888  4.85519
H  -0.51765  -1.50650  5.42809
H  -2.54217  2.10746  1.73000
H  -2.10868  3.40497  0.89369
H  -2.97115  4.88793  2.56747
H  -3.06596  3.76455  3.88319
H  -4.71734  3.31928  1.59030
H  -5.36709  4.32784  2.84150
H  -4.64624  1.48555  2.70193
H  -6.23673  2.18145  3.02184
H  -5.06041  2.29666  4.34076